(1)
This record from OMol25 describes C3H3NO2 in the gas phase in a non-equilibrium geometry. The level of theory is ωB97M-V/def2-TZVPD.

The geometry in ORCA input format:
```
! RIJCOSX wB97M-V def2-TZVPD def2/J DEFGRID3
* xyz 0 3
C -2.160 0.013 0.022
C 1.251 -0.638 0.185
C 0.329 0.592 -0.097
N -1.024 0.342 -0.271
O -3.263 -0.335 0.107
O 2.391 -0.639 -0.106
H 0.880 -1.606 0.549
H 0.734 1.399 0.663
H 0.862 0.873 -1.053
*
```

The calculation puts the LUMO energy (spin up / spin down) at 0.6 / -2.7 eV. As for the expectation value of S²: 2.01. The value obtained for the HOMO energy (spin up / spin down) is -6.2 / -10.8 eV. The calculation puts the energy above the lowest of the compared OMol25 structures with the same formula, charge and spin at 0.212 eV. The value obtained for the strongest force on any atom is 8.83 eV/A.

(2)
This record from OMol25 describes a molecular structure, C24H48Mg2O32P2 in a non-equilibrium geometry. The level of theory is ωB97M-V/def2-TZVPD.

The geometry in ORCA input format:
```
! RIJCOSX wB97M-V def2-TZVPD def2/J DEFGRID3
* xyz -2 1
Mg -0.020 -1.337 0.831
Mg -0.556 2.099 1.989
P 0.753 3.257 3.761
O -0.098 1.940 3.700
O 2.284 3.280 3.501
O 0.415 4.606 4.324
O 0.428 3.649 2.295
P -0.685 0.609 -0.055
O -0.989 2.079 0.276
O -1.542 -0.643 -0.023
O -0.423 0.413 1.441
O 0.770 0.153 -0.049
C -2.710 3.460 5.231
O -3.238 4.099 4.050
C -3.086 3.536 2.892
O -2.423 2.503 2.648
O -3.787 4.270 2.065
C -3.713 3.910 0.664
H -3.476 3.598 5.994
H -1.741 3.867 5.520
H -2.454 2.401 5.189
H -2.975 4.434 0.057
H -4.661 4.154 0.184
H -3.714 2.860 0.373
C -4.341 0.637 -0.954
O -5.737 0.671 -0.920
C -6.357 1.407 -1.789
O -5.796 2.179 -2.564
O -7.703 1.322 -1.664
C -8.602 2.180 -2.331
H -4.052 -0.150 -1.651
H -3.833 0.377 -0.025
H -3.967 1.626 -1.219
H -9.548 2.061 -1.802
H -8.753 2.043 -3.402
H -8.412 3.228 -2.098
C 1.993 -5.083 -0.362
O 1.283 -4.739 -1.509
C 0.564 -3.565 -1.545
O 0.532 -2.730 -0.639
O -0.165 -3.509 -2.720
C -0.917 -2.343 -3.069
H 2.665 -4.241 -0.198
H 2.501 -6.037 -0.502
H 1.386 -5.273 0.523
H -1.387 -2.472 -4.044
H -0.313 -1.440 -3.159
H -1.779 -2.115 -2.443
C -2.131 2.004 -3.264
O -1.152 1.130 -3.792
C -0.864 1.121 -5.098
O -1.075 1.991 -5.963
O -0.331 -0.095 -5.338
C 0.018 -0.478 -6.651
H -3.011 1.361 -3.232
H -2.311 3.028 -3.590
H -2.017 2.172 -2.193
H -0.264 -1.504 -6.887
H 1.103 -0.489 -6.757
H -0.540 0.081 -7.402
C 3.429 -0.608 -1.291
O 4.676 -0.880 -1.766
C 5.282 -2.016 -1.376
O 4.771 -2.932 -0.619
O 6.559 -1.908 -1.632
C 7.426 -3.042 -1.543
H 3.559 -0.059 -0.358
H 2.686 -1.379 -1.090
H 2.794 0.097 -1.827
H 7.045 -4.038 -1.321
H 8.342 -2.715 -1.051
H 7.760 -3.200 -2.568
C 2.068 2.847 -0.772
O 3.234 3.729 -0.678
C 4.419 3.346 -0.128
O 5.105 4.137 0.523
O 4.742 2.096 -0.431
C 6.005 1.515 0.026
H 2.227 1.926 -1.333
H 1.419 3.216 -1.566
H 1.461 2.706 0.122
H 6.184 1.791 1.065
H 6.738 2.038 -0.588
H 5.971 0.432 -0.089
C 2.447 -3.652 3.722
O 3.215 -2.524 3.375
C 2.751 -1.597 2.546
O 1.607 -1.566 2.131
O 3.673 -0.585 2.379
C 3.154 0.741 2.182
H 2.204 -4.269 2.857
H 1.481 -3.446 4.183
H 2.960 -4.154 4.542
H 2.868 0.882 1.140
H 3.933 1.488 2.335
H 2.278 1.025 2.764
C -2.390 -1.098 3.669
O -2.676 -2.464 3.554
C -1.904 -3.143 2.626
O -0.952 -2.640 1.966
O -2.459 -4.334 2.387
C -2.090 -5.058 1.225
H -2.789 -0.521 2.835
H -1.314 -0.936 3.736
H -2.828 -0.859 4.639
H -1.023 -5.255 1.326
H -2.422 -4.715 0.246
H -2.672 -5.974 1.322
*
```

The calculation puts the LUMO energy at 3.1 eV. The value obtained for the HOMO energy is 1.3 eV. The calculation puts the energy above the lowest of the compared OMol25 structures with the same formula, charge and spin at 0.000 eV. The value obtained for the strongest force on any atom is 10.35 eV/A.

(3)
This record from OMol25 describes a molecular structure, C21H21N5O4S4SbW in a non-equilibrium geometry. The level of theory is ωB97M-V/def2-TZVPD.

The geometry in ORCA input format:
```
! RIJCOSX wB97M-V def2-TZVPD def2/J DEFGRID3
* xyz 0 2
W -0.488 1.839 -0.341
O -0.228 5.471 -1.638
C -0.397 4.279 -1.637
O -1.376 3.562 -1.159
C 0.598 3.399 -2.407
C 1.675 3.949 -3.115
C 2.370 3.140 -3.964
C 1.941 1.803 -4.169
C 2.521 0.952 -5.138
C 2.009 -0.294 -5.358
C 0.883 -0.741 -4.630
C 0.320 0.045 -3.667
C 0.858 1.323 -3.403
N 0.264 2.120 -2.463
H 1.895 4.997 -2.970
H 3.216 3.514 -4.526
H 3.362 1.314 -5.716
H 2.449 -0.935 -6.109
H 0.456 -1.713 -4.841
H -0.562 -0.268 -3.123
S -4.917 0.370 2.043
Sb -3.354 1.791 1.306
S -1.182 0.701 1.666
S -2.477 0.844 -1.160
C 2.824 -0.789 1.023
C 1.845 0.284 0.695
N 0.906 0.197 -0.225
O 1.020 -0.864 -1.050
C 1.743 1.545 1.404
C 2.237 1.823 2.775
N 1.148 2.425 0.627
O 0.092 3.197 1.007
H 2.739 -1.617 0.329
H 2.645 -1.147 2.040
H 3.844 -0.401 0.991
H 0.095 -1.286 -1.138
H 3.298 1.586 2.864
H 1.688 1.213 3.496
H 2.078 2.871 3.021
N -3.484 -2.120 0.570
C -2.245 -2.455 0.234
S -1.736 -2.281 -1.376
N -1.410 -2.948 1.174
C -1.661 -3.016 2.574
C -0.724 -2.488 3.452
C -0.932 -2.571 4.819
C -2.084 -3.165 5.313
C -3.017 -3.692 4.433
C -2.805 -3.633 3.064
H -4.011 -1.614 -0.123
H -3.743 -1.885 1.526
H -0.453 -3.035 0.873
H 0.153 -1.992 3.057
H -0.200 -2.155 5.498
H -2.253 -3.217 6.381
H -3.915 -4.162 4.811
H -3.519 -4.070 2.379
*
```

The calculation puts the LUMO energy (spin up / spin down) at -1.7 / -2.2 eV. As for the expectation value of S²: 0.81. The value obtained for the HOMO energy (spin up / spin down) is -7.4 / -7.6 eV. The calculation puts the energy above the lowest of the compared OMol25 structures with the same formula, charge and spin at 2.687 eV. The value obtained for the strongest force on any atom is 4.24 eV/A.

Question: Which of these has the lowest strongest force on any atom?
Answer: C21H21N5O4S4SbW